[1]
ORCA calculation (ωB97M-V/def2-TZVPD) on C26H32N2O5STi as an isolated structure.

```
! RIJCOSX wB97M-V def2-TZVPD def2/J DEFGRID3
* xyz -2 1
Ti -0.255 -0.391 -0.033
C -4.812 0.346 1.878
C -3.672 -0.204 1.014
C -4.234 -0.912 -0.210
C -2.683 0.903 0.686
C -2.413 1.340 -0.614
C -1.485 2.351 -0.843
C -0.830 2.991 0.207
C 0.244 4.003 -0.074
C -1.122 2.580 1.502
C -2.002 1.531 1.732
H -5.489 -0.461 2.168
H -5.388 1.090 1.320
H -4.443 0.818 2.789
H -3.116 -0.941 1.603
H -4.819 -0.227 -0.834
H -4.898 -1.719 0.106
H -3.431 -1.343 -0.807
H -2.900 0.872 -1.457
H -1.236 2.617 -1.863
H 1.112 3.497 -0.502
H 0.559 4.511 0.839
H -0.089 4.756 -0.791
H -0.590 3.025 2.336
H -2.148 1.169 2.744
O 3.794 -0.804 5.264
C 2.487 -0.392 5.168
O 1.794 -0.416 6.141
C 2.133 0.100 3.819
C 2.932 0.958 3.073
N 2.283 1.197 1.928
N 1.138 0.529 1.868
C 1.011 -0.145 2.992
C -0.220 -1.035 3.036
O -0.706 -1.346 4.113
O -0.646 -1.349 1.866
H 4.161 -0.839 4.372
H 3.886 1.414 3.281
H 2.611 1.725 1.121
C 4.400 2.858 0.059
C 5.284 2.651 -1.169
S 2.102 -0.420 -0.753
O 1.133 0.854 -0.858
C 2.277 -0.964 -2.459
C 2.944 -2.328 -2.494
H 4.446 3.831 0.608
H 4.612 2.084 0.813
H 3.344 2.740 -0.235
H 6.352 2.731 -0.900
H 5.111 3.466 -1.894
H 2.882 -0.202 -2.955
H 1.270 -0.991 -2.877
H 3.929 -2.298 -2.022
H 3.076 -2.655 -3.527
H 2.330 -3.070 -1.982
C -0.907 -1.442 -1.298
C -1.370 -2.392 -2.250
C -0.838 -3.707 -2.328
C -1.293 -4.628 -3.251
C -2.312 -4.311 -4.150
C -2.854 -3.030 -4.097
C -2.397 -2.095 -3.185
H -0.059 -3.977 -1.625
H -0.851 -5.620 -3.270
H -2.668 -5.039 -4.869
H -3.644 -2.751 -4.789
H -2.818 -1.095 -3.181
*
```

HOMO: 0.5 eV
ΔE to the lowest compared entry with this formula, charge and spin: 11.61 kcal per mole
HOMO-LUMO gap: 3.99 eV



[2]
ORCA calculation (ωB97M-V/def2-TZVPD) on C37H38Cr2N7O4 as an isolated structure in a non-equilibrium geometry.

```
! RIJCOSX wB97M-V def2-TZVPD def2/J DEFGRID3
* xyz 1 9
Cr 0.070 1.519 -0.183
Cr -0.180 -0.812 -2.458
C 0.091 2.385 -3.374
O 0.009 1.397 -2.390
H -0.643 3.164 -3.166
H 1.095 2.809 -3.348
H -0.079 1.961 -4.364
C -0.417 -0.877 0.364
O -1.254 -0.654 -0.531
O -0.347 0.018 1.219
O 0.561 -0.744 -0.396
N -2.115 2.510 -0.135
C -3.187 1.749 0.216
C -4.498 2.194 0.160
C -4.694 3.501 -0.229
C -3.668 4.366 -0.590
C -2.414 3.791 -0.542
H -2.995 0.722 0.490
H -5.299 1.542 0.477
H -5.702 3.884 -0.287
H -3.772 5.421 -0.795
H -1.561 4.375 -0.855
N -5.389 0.043 -2.710
C -4.321 -0.509 -2.022
C -4.616 -1.109 -0.794
C -5.955 -1.198 -0.369
C -7.030 -0.742 -1.131
C -6.673 -0.116 -2.335
H -3.315 -0.466 -2.413
H -3.804 -1.482 -0.189
H -6.217 -1.585 0.605
H -8.061 -0.803 -0.816
H -7.432 0.256 -3.007
N 2.306 1.729 -0.253
C 3.200 2.319 -1.120
C 4.600 2.201 -0.978
C 5.165 1.429 0.043
C 4.285 0.794 0.950
C 2.871 0.978 0.754
H 2.909 2.817 -2.033
H 5.283 2.604 -1.711
H 6.235 1.283 0.051
H 4.676 0.198 1.761
H 2.150 0.497 1.398
N 2.003 -5.001 1.276
C 1.559 -3.724 1.250
C 2.355 -2.714 1.701
C 3.659 -3.002 2.112
C 4.112 -4.301 2.121
C 3.214 -5.293 1.722
H 0.504 -3.568 1.078
H 1.908 -1.732 1.738
H 4.221 -2.190 2.549
H 5.082 -4.429 2.578
H 3.574 -6.308 1.802
N -1.105 -3.378 4.165
C -1.704 -2.901 3.064
C -2.106 -3.718 1.973
C -1.862 -5.083 2.053
C -1.311 -5.610 3.202
C -0.939 -4.733 4.225
H -1.840 -1.832 3.004
H -2.386 -3.150 1.099
H -2.173 -5.651 1.189
H -1.104 -6.670 3.197
H -0.613 -5.135 5.172
N 1.898 -1.029 -3.300
C 3.013 -1.049 -2.489
C 4.337 -0.955 -2.851
C 4.653 -1.062 -4.225
C 3.579 -1.150 -5.070
C 2.272 -1.092 -4.595
H 2.842 -1.002 -1.424
H 5.079 -0.907 -2.068
H 5.668 -1.251 -4.541
H 3.683 -1.251 -6.141
H 1.448 -1.260 -5.273
N 0.297 3.362 1.210
C 0.181 3.024 2.574
C 0.433 3.907 3.638
C 0.871 5.200 3.282
C 0.979 5.561 1.950
C 0.595 4.683 0.963
H -0.212 2.043 2.799
H 0.349 3.624 4.677
H 1.097 5.880 4.090
H 1.321 6.537 1.639
H 0.702 4.955 -0.076
*
```

HOMO (alpha / beta): -9.8 / -10.8 eV
ΔE to the lowest compared entry with this formula, charge and spin: 160.03 kcal per mole
HOMO-LUMO gap (alpha / beta): 6.70 / 7.83 eV



[3]
ORCA calculation (ωB97M-V/def2-TZVPD) on C48H53N5O2ReS as an isolated structure.

```
! RIJCOSX wB97M-V def2-TZVPD def2/J DEFGRID3
* xyz 0 2
Re 0.356 0.344 0.202
C 0.706 -1.209 -5.870
C -0.639 -1.189 -5.137
C -0.501 -1.277 -3.647
C -0.620 -2.441 -2.849
C -1.015 -3.805 -3.332
C 0.028 -4.498 -4.209
C -0.322 -2.063 -1.557
N -0.074 -0.704 -1.483
C -0.144 -0.242 -2.801
C 0.261 1.048 -3.220
C 0.656 2.059 -2.419
C 1.040 3.394 -2.836
C 1.181 3.827 -4.260
C -0.160 4.213 -4.891
C 1.159 4.141 -1.712
C 0.825 3.269 -0.598
C 0.628 3.689 0.713
C -0.021 2.942 1.668
N -0.402 1.615 1.558
C -1.085 1.322 2.756
C -1.517 0.099 3.130
C -1.332 -1.104 2.424
N -0.625 -1.186 1.235
C -0.732 -2.487 0.845
C -0.106 -2.969 -0.405
C -1.452 -3.242 1.759
C -1.842 -2.354 2.776
C -2.679 -2.655 3.980
C -4.164 -2.348 3.768
C -1.772 -4.699 1.628
C -2.996 -4.961 0.746
C -1.139 2.506 3.586
C -0.452 3.486 2.945
C -0.193 4.916 3.316
C -1.238 5.869 2.731
C -1.869 2.476 4.899
C -1.821 3.716 5.783
N 0.597 2.011 -1.023
C 1.477 5.596 -1.582
C 0.228 6.471 -1.445
H 1.320 -0.353 -5.584
H 0.563 -1.179 -6.951
H 1.272 -2.107 -5.621
H -1.254 -2.022 -5.486
H -1.186 -0.281 -5.406
H -1.953 -3.717 -3.891
H -1.246 -4.442 -2.476
H 0.195 -3.948 -5.135
H -0.299 -5.504 -4.476
H 0.984 -4.573 -3.692
H 0.268 1.225 -4.288
H 1.642 3.024 -4.841
H 1.866 4.675 -4.312
H -0.865 3.382 -4.850
H -0.031 4.502 -5.935
H -0.610 5.052 -4.359
H 0.863 4.715 0.950
H -2.034 0.024 4.078
H -0.502 -3.951 -0.649
H -2.311 -2.087 4.839
H -2.562 -3.709 4.247
H -4.308 -1.294 3.524
H -4.750 -2.579 4.659
H -4.564 -2.932 2.937
H -1.943 -5.126 2.619
H -0.906 -5.230 1.220
H -3.882 -4.478 1.162
H -3.201 -6.029 0.654
H -2.847 -4.554 -0.256
H 0.800 5.199 2.962
H -0.160 5.028 4.396
H -1.298 5.764 1.646
H -0.999 6.908 2.961
H -2.229 5.650 3.133
H -1.489 1.627 5.475
H -2.915 2.231 4.686
H -0.807 3.931 6.121
H -2.434 3.553 6.670
H -2.207 4.598 5.272
H 2.051 5.917 -2.454
H 2.128 5.750 -0.717
H -0.366 6.173 -0.580
H -0.408 6.377 -2.326
H 0.495 7.522 -1.328
O 3.944 -1.019 1.089
C 2.900 -0.537 1.409
O 2.200 0.251 0.545
C 2.300 -0.702 2.776
C 2.261 -1.969 3.343
C 1.710 -2.095 4.606
C 1.273 -0.953 5.260
C 1.388 0.268 4.612
N 1.872 0.401 3.381
H 2.638 -2.817 2.791
H 1.632 -3.067 5.077
H 0.850 -1.003 6.254
H 1.067 1.184 5.096
S 1.689 -3.204 0.026
C 2.492 -3.481 -1.530
C 2.938 -4.758 -1.858
C 3.621 -4.973 -3.047
C 3.850 -3.917 -3.917
C 3.407 -2.642 -3.590
C 2.740 -2.419 -2.396
H 2.747 -5.576 -1.176
H 3.971 -5.968 -3.294
H 4.381 -4.085 -4.845
H 3.595 -1.812 -4.260
H 2.421 -1.420 -2.123
*
```

HOMO (alpha / beta): -6.4 / -6.4 eV
ΔE to the lowest compared entry with this formula, charge and spin: 27.72 kcal per mole
HOMO-LUMO gap (alpha / beta): 5.52 / 5.39 eV



[4]
ORCA calculation (ωB97M-V/def2-TZVPD) on C17H14ClNNdO2S2 as an isolated structure in a non-equilibrium geometry.

```
! RIJCOSX wB97M-V def2-TZVPD def2/J DEFGRID3
* xyz -1 4
C 1.530 -1.501 -0.350
C 1.590 -1.209 -1.752
C 0.274 -1.396 -2.315
H 2.519 -0.999 -2.276
C -0.606 -1.738 -1.228
C 0.160 -1.752 -0.014
H -0.199 -1.960 1.005
H 2.369 -1.607 0.355
H 0.029 -1.459 -3.381
H -1.648 -2.054 -1.314
Nd 0.032 1.309 -1.847
Cl 2.210 2.409 -1.277
C 0.542 2.596 -3.848
C -0.700 1.971 -4.225
C -0.364 0.789 -4.957
H -1.675 2.457 -4.219
C 1.043 0.674 -5.010
C 1.609 1.762 -4.312
H 2.663 2.022 -4.319
H 0.646 3.585 -3.412
H -1.054 0.189 -5.547
H 1.600 -0.063 -5.585
O 1.594 1.804 3.681
S 1.205 0.611 2.977
O 2.176 -0.425 2.746
N 0.256 0.914 1.561
C -1.039 0.749 1.807
S -2.039 1.470 0.659
C -1.317 -0.029 3.048
C -2.417 -0.726 3.548
C -2.389 -1.346 4.806
C -1.248 -1.304 5.610
C -0.110 -0.655 5.112
C -0.168 -0.094 3.827
H -3.309 -0.771 2.930
H -3.284 -1.847 5.175
H -1.260 -1.782 6.596
H 0.779 -0.596 5.747
*
```

HOMO (alpha / beta): -4.5 / -4.5 eV
HOMO-LUMO gap (alpha / beta): 6.93 / 6.96 eV



[5]
ORCA calculation (ωB97M-V/def2-TZVPD) on C3H2O3Yb as an isolated structure in a non-equilibrium geometry.

```
! RIJCOSX wB97M-V def2-TZVPD def2/J DEFGRID3
* xyz 2 3
O -0.018 1.482 0.044
C -1.221 1.004 0.099
C 1.031 0.619 -0.352
O -1.914 0.474 0.967
O -0.274 -1.273 0.022
C 0.811 -0.699 -0.465
Yb -1.545 -1.526 1.763
H 1.872 1.160 -0.772
H 1.259 -1.240 -1.306
*
```

HOMO (alpha / beta): -18.2 / -18.6 eV
ΔE to the lowest compared entry with this formula, charge and spin: 4.75 kcal per mole
HOMO-LUMO gap (alpha / beta): 8.91 / 6.70 eV



[6]
ORCA calculation (ωB97M-V/def2-TZVPD) on C48H41InNO4PS2Se2 as an isolated structure.

```
! RIJCOSX wB97M-V def2-TZVPD def2/J DEFGRID3
* xyz 2 1
In -1.055 -1.299 0.919
C 6.635 -4.375 1.955
C 5.514 -3.561 1.383
C 4.500 -3.077 2.205
C 3.448 -2.334 1.693
C 3.421 -2.077 0.333
C 4.411 -2.555 -0.516
C 5.455 -3.287 0.016
S 2.095 -1.164 -0.399
O 1.111 -0.933 0.758
C 2.848 0.394 -0.748
C 4.013 0.837 -0.088
C 4.540 2.047 -0.431
C 3.938 2.850 -1.431
C 4.484 4.105 -1.793
C 3.879 4.875 -2.745
C 2.696 4.433 -3.378
C 2.143 3.230 -3.050
C 2.758 2.404 -2.075
C 2.210 1.148 -1.705
C 0.903 0.705 -2.270
C 0.836 -0.015 -3.500
C 2.006 -0.398 -4.205
C 1.915 -1.149 -5.344
C 0.653 -1.543 -5.842
C -0.490 -1.177 -5.188
C -0.429 -0.409 -3.997
C -1.603 -0.052 -3.286
C -1.526 0.602 -2.097
C -0.256 0.964 -1.591
S -0.158 1.684 0.049
O -1.289 0.941 0.783
C -0.711 3.329 -0.256
C 0.257 4.317 -0.174
C -0.095 5.627 -0.456
C -1.404 5.958 -0.790
C -1.793 7.381 -1.056
C -2.364 4.944 -0.840
C -2.031 3.631 -0.579
H 6.946 -3.984 2.922
H 7.497 -4.384 1.292
H 6.317 -5.408 2.106
H 4.535 -3.282 3.266
H 2.661 -1.962 2.332
H 4.389 -2.324 -1.575
H 6.240 -3.650 -0.633
H 4.477 0.222 0.669
H 5.432 2.410 0.062
H 5.386 4.443 -1.304
H 4.305 5.830 -3.019
H 2.227 5.058 -4.124
H 1.230 2.901 -3.528
H 2.972 -0.078 -3.838
H 2.811 -1.426 -5.882
H 0.595 -2.112 -6.759
H -1.461 -1.454 -5.579
H -2.566 -0.345 -3.684
H -2.414 0.820 -1.519
H 1.273 4.067 0.103
H 0.655 6.404 -0.402
H -0.940 7.971 -1.382
H -2.185 7.839 -0.147
H -2.570 7.441 -1.815
H -3.387 5.195 -1.086
H -2.784 2.857 -0.601
Se -3.601 -1.672 0.883
P -3.279 -1.454 3.076
Se -1.121 -1.486 3.503
C -4.116 -2.825 3.893
C -3.422 -3.691 4.731
C -4.091 -4.743 5.339
C -5.441 -4.936 5.105
C -6.135 -4.075 4.263
C -5.477 -3.023 3.655
C -4.004 0.108 3.611
C -3.334 0.935 4.506
C -3.925 2.116 4.930
C -5.176 2.476 4.458
C -5.843 1.657 3.555
C -5.259 0.480 3.126
H -2.366 -3.545 4.915
H -3.552 -5.410 5.996
H -5.958 -5.759 5.576
H -7.190 -4.224 4.083
H -6.029 -2.362 3.000
H -2.356 0.659 4.878
H -3.405 2.753 5.631
H -5.633 3.397 4.788
H -6.818 1.939 3.183
H -5.776 -0.134 2.399
N 0.321 -3.649 -3.010
C 0.090 -4.341 -1.693
C -0.419 -3.289 -0.716
O -0.466 -3.514 0.500
O -0.772 -2.186 -1.227
H 1.305 -3.404 -3.143
H -0.214 -2.746 -2.947
H 0.011 -4.194 -3.816
H 1.011 -4.797 -1.339
H -0.666 -5.113 -1.830
*
```

HOMO: -12.9 eV
HOMO-LUMO gap: 7.96 eV



| no. | E (hartree) |
| --- | --- |
| 1 | -2743.2558 |
| 2 | -4205.5325 |
| 3 | -2761.7320 |
| 4 | -2679.5060 |
| 5 | -1499.1327 |
| 6 | -8339.8456 |